<A>
C5H10N2O4 in the gas phase. Source: the OMol25 dataset; level of theory: ωB97M-V with the def2-TZVPD basis set.

Cartesian coordinates (Å):
1 C 2.78084 -0.73063 0.19193
2 C 1.23405 -0.96953 0.05400
3 C -0.86323 0.59364 -0.39838
4 C -1.64913 1.24932 0.67968
5 C -1.82565 -0.59211 -0.98516
6 H 3.88735 0.85589 1.18821
7 H 3.71907 0.97534 -0.38828
8 H 3.04529 -1.25290 1.09594
9 H 3.31970 -1.25536 -0.69521
10 H 1.11272 1.08771 0.25339
11 H -0.85148 1.41587 -1.09775
12 H -2.86785 -0.32999 -1.03374
13 H -1.96324 -1.38786 -0.15385
14 H -0.79725 -2.14815 -1.61827
15 H -0.09021 1.03438 1.92331
16 N 3.30120 0.59638 0.44571
17 N 0.54901 0.22212 -0.02389
18 O 0.85872 -2.06424 -0.17618
19 O -2.86343 1.48256 0.38861
20 O -1.26027 -1.25164 -2.08581
21 O -0.92587 1.57974 1.91352

Calculated values
E_LUMO	0.355	eV
charge	0
E_HOMO	-9.79	eV
SMILES string	NCC(=O)N[C@@H](CO)C(=O)O
frontier orbital gap	10.14	eV

<B>
C5H10N2O4 in the gas phase. Source: the OMol25 dataset; level of theory: ωB97M-V with the def2-TZVPD basis set.

Cartesian coordinates (Å):
1 C -2.45612 -0.84254 0.44640
2 C -1.30543 -0.19033 -0.34117
3 C 1.13693 0.07060 -0.53175
4 C 2.27044 -0.86123 -0.09728
5 C 1.28200 1.56281 -0.15196
6 H -3.54153 0.76996 0.29264
7 H -4.05532 -0.44846 -0.67320
8 H -2.05783 -0.89143 1.46591
9 H -2.54761 -1.93587 0.18882
10 H 0.08829 -1.14795 0.85023
11 H 1.05405 0.09224 -1.62788
12 H 2.20717 1.94943 -0.63333
13 H 0.41406 1.95220 -0.62549
14 H 2.04976 1.37386 1.53811
15 H 4.09978 -1.04068 -0.45245
16 N -3.77158 -0.20998 0.25797
17 N -0.06597 -0.41611 0.14579
18 O -1.53093 0.60851 -1.21814
19 O 2.08749 -1.88664 0.48025
20 O 1.21397 1.84170 1.20434
21 O 3.42836 -0.35007 -0.51779

Calculated values
E_LUMO	0.267	eV
charge	0
E_HOMO	-9.55	eV
SMILES string	NCC(=O)N[C@@H](CO)C(=O)O
frontier orbital gap	9.81	eV

It turns out <B> is the most stable, with the second structure 188.5 kJ/mol higher.

<A>
2 unconnected molecules or ions with the total composition CH4N2O2. Source: the OMol25 dataset; level of theory: ωB97M-V with the def2-TZVPD basis set.

Cartesian coordinates (Å):
1 C 0.64231 0.54343 0.44428
2 N -0.90658 -0.46050 -0.66037
3 N 1.14566 -0.64562 1.04917
4 O 0.87276 -0.83762 2.21543
5 O 1.78316 -1.40522 0.34691
6 H 1.18923 0.91017 -0.40812
7 H 0.09940 1.21552 1.08535
8 H -1.49557 -0.72428 0.12589
9 H -0.36375 -1.26242 -0.96573

Calculated values
E_LUMO (alpha / beta)	-1.288 / -1.285	eV
charge	0
E_HOMO (alpha / beta)	-10.62 / -10.61	eV
frontier orbital gap (alpha / beta)	9.33 / 9.32	eV

<B>
CH4N2O2 in the gas phase. Source: the OMol25 dataset; level of theory: ωB97M-V with the def2-TZVPD basis set.

Cartesian coordinates (Å):
1 C -0.29968 0.79716 -0.90930
2 N -0.06089 -1.00178 0.90979
3 N 0.57716 -0.04863 0.34718
4 O 0.38867 -1.70970 1.83484
5 O 1.69938 0.35449 0.61683
6 H 0.23991 0.56315 -1.81423
7 H -0.23372 1.83650 -0.63099
8 H -1.30586 0.40545 -0.89607
9 H -1.00497 -1.19662 0.54195

Calculated values
E_LUMO	0.441	eV
charge	0
E_HOMO	-8.54	eV
frontier orbital gap	8.98	eV

<C>
2 unconnected molecules or ions with the total composition CH4N2O2. Source: the OMol25 dataset; level of theory: ωB97M-V with the def2-TZVPD basis set.

Cartesian coordinates (Å):
1 C 0.20347 -0.43828 -0.20472
2 N 0.99004 0.58418 -0.51119
3 N -1.16739 -0.06077 -0.00522
4 O -1.34479 1.09637 0.33137
5 O -1.97706 -0.93105 -0.02614
6 H 0.44190 -1.52695 -0.14924
7 H 0.28407 -0.71168 1.73330
8 H 0.71997 1.48013 -0.02585
9 H 1.84979 0.50805 -1.14232

Calculated values
E_LUMO (alpha / beta)	-0.838 / -0.790	eV
charge	0
E_HOMO (alpha / beta)	-9.29 / -8.55	eV
frontier orbital gap (alpha / beta)	8.46 / 7.76	eV

<D>
CH4N2O2 in the gas phase. Source: the OMol25 dataset; level of theory: ωB97M-V with the def2-TZVPD basis set.

Cartesian coordinates (Å):
1 C 0.16676 -0.78640 -0.23647
2 N -0.02512 2.24079 1.55980
3 N 0.31460 1.26942 0.89859
4 O 1.87150 0.70509 1.04032
5 O -0.46719 0.40750 0.25562
6 H -0.28768 -1.70760 0.16115
7 H 1.23238 -0.46361 0.04384
8 H -0.09766 -0.62761 -1.28401
9 H -1.01454 2.39595 1.44918

Calculated values
E_LUMO	-0.127	eV
charge	0
E_HOMO	-9.89	eV
SMILES string	[H]/N=[N+](/[O-])OC
frontier orbital gap	9.77	eV

It turns out <B> is the most stable, with the second structure 22.2 kJ/mol higher.

<A>
A gas-phase ion, H2NO3S (charge -1). Source: the OMol25 dataset; level of theory: ωB97M-V with the def2-TZVPD basis set.

Cartesian coordinates (Å):
1 N 0.50260 0.60149 0.77810
2 O 0.95201 -1.15851 -0.99348
3 O -1.77182 -1.23187 -0.19072
4 O -0.12560 0.91347 -1.67048
5 S -0.05339 -0.18768 -0.71149
6 H -0.21207 1.13404 1.30143
7 H 0.70828 -0.07094 1.48664

Calculated values
E_LUMO	3.987	eV
charge	-1
E_HOMO	-4.36	eV
SMILES string	NS(=O)(=O)[O-]
frontier orbital gap	8.35	eV

<B>
2 unconnected molecules or ions with the total composition H2NO3S. Source: the OMol25 dataset; level of theory: ωB97M-V with the def2-TZVPD basis set.

Cartesian coordinates (Å):
1 N -1.73702 0.59723 0.34072
2 O 1.76677 -1.81900 -1.24188
3 O 1.68278 0.54152 -0.38966
4 O -0.53570 0.41829 1.06869
5 S 0.96412 -0.73157 -0.71413
6 H -2.01126 -0.28078 0.04381
7 H -0.12969 1.27432 0.89245

Calculated values
E_LUMO (alpha / beta)	3.877 / 2.966	eV
charge	-1
E_HOMO (alpha / beta)	-1.93 / -0.64	eV
frontier orbital gap (alpha / beta)	5.81 / 3.60	eV

It turns out <A> is the most stable, with the second structure 174.8 kJ/mol higher.

<A>
2 unconnected molecules or ions with the total composition C6H6O2S. Source: the OMol25 dataset; level of theory: ωB97M-V with the def2-TZVPD basis set.

Cartesian coordinates (Å):
1 C -0.64836 0.11669 1.20262
2 C -1.72515 0.56789 0.44667
3 C 0.44739 1.03682 -0.55713
4 C 0.65448 0.34302 0.61466
5 C 1.87331 0.02811 1.28207
6 C -0.59275 -1.86117 -1.16836
7 O 2.96078 0.65648 1.05348
8 O -0.61834 -1.11969 -2.11758
9 S -1.21590 1.20097 -1.07757
10 H -0.84068 -0.33801 2.18979
11 H -2.77651 0.67966 0.61580
12 H 0.99505 1.42162 -1.34509
13 H -1.33566 -2.55991 -1.11307
14 H 0.02648 -1.60157 -0.38667
15 H 2.79586 1.42909 0.36040

Calculated values
E_LUMO	-0.174	eV
charge	0
E_HOMO	-8.15	eV
frontier orbital gap	7.98	eV

<B>
C6H6O2S in the gas phase. Source: the OMol25 dataset; level of theory: ωB97M-V with the def2-TZVPD basis set.

Cartesian coordinates (Å):
1 C -0.15652 1.65641 0.17549
2 C -0.01705 1.18723 -1.10605
3 C -0.31081 1.23014 1.50270
4 C 0.00584 -0.13131 -1.82974
5 C 0.01927 -0.01318 1.91182
6 C -0.00973 -1.38897 -1.52729
7 O 0.04436 -0.46518 3.17733
8 O 0.27050 -2.54844 -1.99919
9 S 0.34218 -1.39822 0.66758
10 H -0.31993 2.74218 0.04392
11 H 0.43683 1.82508 -1.80410
12 H -0.35882 1.85671 2.33463
13 H -0.27974 0.10065 -2.87464
14 H 0.56515 -1.32246 3.03414
15 H -0.23154 -3.33064 -1.70659

Calculated values
E_LUMO	0.006	eV
charge	0
E_HOMO	-7.48	eV
SMILES string	OC1=CC=CC=C(O)S1
frontier orbital gap	7.49	eV

It turns out <B> is the most stable, with the second structure 15.2 kJ/mol higher.

<A>
2 unconnected molecules or ions with the total composition C3H9N2O. Source: the OMol25 dataset; level of theory: ωB97M-V with the def2-TZVPD basis set.

Cartesian coordinates (Å):
1 C -0.09666 -0.50049 -0.61067
2 C -0.84322 -1.94904 1.32479
3 C 0.71068 1.73061 -0.70655
4 N -0.45063 -0.73256 0.61070
5 N 0.98717 1.88300 -2.05109
6 O -0.62766 0.31438 1.41394
7 H 0.07967 -1.24963 -1.44129
8 H -0.18299 -2.15347 2.16892
9 H -0.91117 -2.85793 0.81890
10 H -1.94548 -1.82929 1.56593
11 H 1.43152 1.27848 0.06566
12 H -0.23228 2.04552 -0.38832
13 H -0.24550 -0.06021 2.27634
14 H 1.95625 1.63587 -2.43178
15 H 0.37031 2.44477 -2.61548

Calculated values
E_LUMO	-3.751	eV
charge	+1
E_HOMO	-13.02	eV
frontier orbital gap	9.27	eV

<B>
2 unconnected molecules or ions with the total composition C3H9N2O. Source: the OMol25 dataset; level of theory: ωB97M-V with the def2-TZVPD basis set.

Cartesian coordinates (Å):
1 C -0.50810 -1.12401 -0.51601
2 C -2.17267 0.43531 0.55815
3 C -0.82950 0.23993 0.08569
4 N 2.59484 0.03754 -0.69108
5 N 0.15209 1.02509 0.21074
6 O 3.56371 0.05702 0.11719
7 H 0.35978 -1.63495 0.04810
8 H -0.01520 -0.94350 -1.44925
9 H -1.15866 -1.89976 -0.51185
10 H -2.88131 -0.33980 0.30244
11 H -2.08472 0.48249 1.70453
12 H -2.59545 1.33525 0.17028
13 H 1.10366 0.59846 -0.17894
14 H 4.45876 -0.27156 -0.15293
15 H 0.01277 2.00251 0.30293

Calculated values
E_LUMO (alpha / beta)	-4.700 / -4.722	eV
charge	+1
E_HOMO (alpha / beta)	-13.82 / -13.84	eV
frontier orbital gap (alpha / beta)	9.12 / 9.11	eV

<C>
2 unconnected molecules or ions with the total composition C3H9N2O. Source: the OMol25 dataset; level of theory: ωB97M-V with the def2-TZVPD basis set.

Cartesian coordinates (Å):
1 C 0.14077 0.07327 -0.63217
2 C 2.56838 0.31010 -0.21291
3 C -1.97593 -0.68785 0.03806
4 N 1.23983 -0.16948 -0.02094
5 N -2.79516 0.29142 -0.30520
6 O 1.14374 -1.10864 1.02014
7 H 0.22104 0.82821 -1.29964
8 H 2.81142 1.07074 0.54030
9 H 2.77361 0.61752 -1.23626
10 H 3.13860 -0.55005 0.22997
11 H -1.65212 -0.78342 1.02526
12 H -2.06821 -1.57101 -0.67346
13 H 1.80067 -1.88552 0.78125
14 H -2.76033 1.20527 0.19893
15 H -3.02323 0.46475 -1.32067

Calculated values
E_LUMO	-3.552	eV
charge	+1
E_HOMO	-13.66	eV
frontier orbital gap	10.10	eV

It turns out <C> is the most stable, with the second structure 11.6 kJ/mol higher.